Density functional theory data (ωB97M-V/def2-TZVPD) for the molecule C25H29N3O3S.

Charge   0
HOMO level   -7.674 eV
LUMO level   0.1842 eV
Relative energy (zero: lowest compared OMol25 entry of this formula, charge and spin)   31.5 kcal per mole
Maximum force   0.92 eV Å⁻¹
Calculated total energy   -47844.3207 eV
Molecular weight   451.59 g mol⁻¹
Structure (SMILES)   COc1ccc(/C=C2/Sc3ccc(C(=O)NCCN4CCCCCC4)cc3NC2=O)cc1

Cartesian coordinates (Å):
C  -0.168  4.063  -9.721
O  -0.679  2.792  -9.397
C  -0.235  2.179  -8.270
C  0.704  2.703  -7.386
C  1.086  1.991  -6.266
C  0.547  0.735  -5.983
C  0.858  -0.083  -4.835
C  1.526  0.128  -3.681
S  1.602  -1.293  -2.602
C  1.395  -0.545  -1.024
C  0.943  -1.308  0.044
C  0.787  -0.742  1.294
C  1.082  0.606  1.492
C  0.964  1.304  2.809
O  1.602  2.311  3.060
N  0.071  0.771  3.668
C  -0.094  1.229  5.024
C  0.083  0.046  5.986
N  -0.683  -1.102  5.537
C  -0.145  -2.397  5.928
C  -0.021  -3.303  4.700
C  -1.359  -3.803  4.163
C  -2.398  -2.704  3.936
C  -2.935  -2.121  5.245
C  -2.103  -0.957  5.792
C  1.557  1.358  0.425
C  1.718  0.800  -0.835
N  2.247  1.560  -1.866
C  2.258  1.319  -3.212
O  2.855  2.089  -3.940
C  -0.390  0.214  -6.893
C  -0.777  0.917  -8.006
H  -0.661  4.351  -10.648
H  -0.399  4.799  -8.945
H  0.914  4.031  -9.882
H  1.153  3.667  -7.563
H  1.833  2.412  -5.614
H  0.415  -1.073  -4.904
H  0.724  -2.352  -0.119
H  0.459  -1.369  2.108
H  -0.382  -0.110  3.476
H  0.661  1.995  5.215
H  -1.084  1.682  5.143
H  -0.191  0.365  7.007
H  1.139  -0.231  5.985
H  -0.765  -2.878  6.693
H  0.852  -2.264  6.356
H  0.502  -2.741  3.923
H  0.599  -4.165  4.955
H  -1.775  -4.534  4.862
H  -1.180  -4.322  3.219
H  -3.232  -3.141  3.382
H  -1.976  -1.907  3.322
H  -2.997  -2.921  5.985
H  -3.951  -1.752  5.092
H  -2.310  -0.845  6.874
H  -2.427  -0.036  5.300
H  1.813  2.393  0.600
H  2.690  2.431  -1.600
H  -0.823  -0.758  -6.708
H  -1.499  0.515  -8.699

Here are the natural (NBO) charges for atoms 1 to 5, given in e: C -0.253; O -0.487; C 0.326; C -0.329; C -0.093

Density functional theory data (ωB97M-V/def2-TZVPD) for a structure of composition C2H3IInN in a non-equilibrium geometry.

Charge   +2
HOMO level   -18.403 eV
LUMO level   -11.4676 eV
Relative energy (zero: lowest compared OMol25 entry of this formula, charge and spin)   0.0 kcal per mole
Maximum force   3.09 eV Å⁻¹
Calculated total energy   -16863.9083 eV
Molecular weight   282.77 g mol⁻¹

Cartesian coordinates (Å):
C  1.273  0.477  -0.338
C  0.061  1.140  -0.260
N  -0.778  0.296  -0.786
I  -2.027  -0.927  0.300
H  1.976  0.466  0.488
H  1.474  -0.126  -1.212
H  -0.170  2.144  0.084
In  -1.809  -3.471  1.724

Here are the natural (NBO) charges for atoms 1 to 5, given in e: C -0.028; C 0.064; N -0.359; I 0.478; H 0.275

Density functional theory data (ωB97M-V/def2-TZVPD) for the molecule C3H5N3 in a non-equilibrium geometry.

Charge   0
HOMO level   -7.386 eV
LUMO level   0.7638 eV
Relative energy (zero: lowest compared OMol25 entry of this formula, charge and spin)   80.5 kcal per mole
Maximum force   2.12 eV Å⁻¹
Calculated total energy   -7658.9649 eV
Molecular weight   83.09 g mol⁻¹
Structure (SMILES)   C=NC(N)=C=N

Cartesian coordinates (Å):
C  -1.709  0.343  0.729
N  -0.871  -0.683  0.720
C  0.304  -0.322  0.188
N  1.517  -0.796  0.595
C  0.166  0.656  -0.774
N  0.244  1.140  -1.878
H  -1.413  1.354  1.015
H  -2.782  0.140  0.798
H  1.444  -1.568  1.245
H  2.208  -0.915  -0.133
H  0.891  0.652  -2.507

Here are the natural (NBO) charges for atoms 1 to 5, given in e: C -0.130; N -0.416; C 0.175; N -0.797; C 0.306

Density functional theory data (ωB97M-V/def2-TZVPD) for a cluster of 4 separate species, C6H12N2 in total in a non-equilibrium geometry.

Charge   0
HOMO level   -8.361 eV
LUMO level   0.2038 eV
Relative energy (zero: lowest compared OMol25 entry of this formula, charge and spin)   208.7 kcal per mole
Maximum force   8.55 eV Å⁻¹
Calculated total energy   -9387.7995 eV
Molecular weight   112.18 g mol⁻¹

Cartesian coordinates (Å):
C  -2.316  -0.416  0.057
C  -0.970  0.218  -0.179
C  0.135  -0.934  -0.527
C  1.612  -0.645  -0.892
C  1.446  0.511  0.914
C  0.112  -0.303  0.778
H  -3.014  0.349  0.463
H  -2.542  -1.076  -0.914
H  -1.929  -1.226  1.009
H  -1.979  1.972  -1.194
H  -0.364  2.429  0.325
H  -0.205  -1.939  -0.500
H  2.149  -1.659  0.000
H  1.840  -0.992  -2.142
H  1.335  1.281  -0.666
H  2.165  -0.116  1.548
H  1.396  1.400  1.327
H  -0.127  -0.894  1.671
N  -0.734  1.438  -0.691
N  1.990  0.603  -0.387

Here are the natural (NBO) charges for atoms 1 to 5, given in e: C -0.614; C 0.048; C -0.294; C -0.158; C -0.222